{
  "formula": "C15H32NO2P2Tb",
  "method": "ωB97M-V with the def2-TZVPD basis set",
  "orbital_gap_ev": [7.655, 7.790],
  "spin_multiplicity": 7,
  "charge": 2,
  "energy_ev": -62656.86676,
  "symbols": ["Tb", "P", "C", "C", "N", "C", "C", "C", "C", "C", "P", "H", "H", "H", "H", "H", "H", "H", "H", "O", "H", "H", "O", "H", "C", "H", "H", "H", "C", "H", "H", "H", "C", "H", "H", "H", "C", "H", "H", "H", "C", "C", "C", "C", "H", "H", "H", "H", "H", "H", "H", "H", "H"],
  "xyz": [[0.120618, 0.162737, 0.486783], [-2.504019, 0.421416, -0.172978], [-2.219399, 1.085082, -1.898525], [-0.811413, 1.374162, -2.384323], [0.283873, 1.091676, -1.619325], [1.538717, 1.328223, -2.101355], [1.721244, 1.912125, -3.343209], [0.612616, 2.201043, -4.135635], [-0.657242, 1.903840, -3.658681], [2.750271, 0.975169, -1.246410], [2.689990, -0.532945, -0.127620], [-1.549267, 2.064168, -4.263434], [2.739373, 2.100789, -3.685155], [0.742584, 2.638141, -5.122095], [3.606749, 0.771582, -1.905713], [3.029848, 1.838315, -0.602483], [-2.653031, 0.400938, -2.520004], [-2.814495, 2.013822, -1.954542], [-1.761576, -4.366024, -3.002366], [-1.553727, -4.280433, -3.892015], [-1.085120, -3.433956, -3.964822], [-1.058084, -4.050845, 2.942567], [-0.773936, -3.439966, 2.313307], [-0.514743, -3.986098, 1.552094], [3.090209, -1.869762, -1.301805], [4.002724, -1.635960, -1.867626], [3.239926, -2.797485, -0.731686], [2.253845, -2.022053, -1.997157], [4.246070, -0.378984, 0.813051], [4.271538, -1.183010, 1.563161], [5.123798, -0.473071, 0.156851], [4.282214, 0.585728, 1.337207], [-3.564352, 1.727952, 0.543795], [-4.591464, 1.634865, 0.164393], [-3.570558, 1.613209, 1.636596], [-3.165024, 2.719863, 0.296397], [-3.715338, -0.911418, -0.461962], [-3.719773, -1.561060, 0.425098], [-4.723863, -0.499835, -0.610616], [-3.423223, -1.513014, -1.332804], [-1.329627, 0.110343, 3.766331], [0.044298, 0.795940, 3.638473], [1.167830, -0.241199, 3.828827], [0.191407, 1.578597, 2.330831], [-1.387919, -0.832540, 3.195459], [-2.152213, 0.759200, 3.437121], [-1.512949, -0.146811, 4.818801], [0.122393, 1.513728, 4.474379], [0.992346, -1.166696, 3.251549], [2.152743, 0.154398, 3.547020], [1.221614, -0.534278, 4.886335], [-0.607344, 2.324911, 2.226322], [1.180835, 2.055503, 2.271609]],
  "forces_ev_per_a": [[0.05, -0.20, 2.94], [-1.68, 0.39, -0.96], [1.00, 2.07, 1.99], [0.58, -0.02, -0.04], [-0.16, 0.34, -0.83], [-0.23, 0.01, 0.02], [0.18, -0.16, -0.02], [0.02, -0.07, 0.11], [-0.12, 0.00, 0.00], [0.20, 0.21, 0.29], [1.47, -0.22, -0.88], [0.29, 0.09, 0.10], [-0.35, 0.01, -0.01], [-0.03, -0.07, 0.15], [-0.20, 0.32, 0.11], [-0.16, -0.36, -0.38], [-1.18, -1.78, -1.93], [0.25, -0.34, -0.18], [-0.68, -0.43, 2.58], [0.88, 0.87, -2.46], [-0.20, -0.45, -0.13], [-0.80, -1.55, 1.84], [0.99, 1.52, -2.45], [-0.14, 0.14, 0.45], [-0.28, -0.24, -0.03], [-0.24, -0.06, 0.18], [-0.01, 0.21, -0.22], [0.26, -0.03, 0.09], [-0.05, 0.12, 0.32], [0.04, 0.24, -0.21], [-0.33, 0.05, 0.12], [0.01, -0.28, -0.08], [0.23, 0.16, 0.51], [0.35, 0.04, 0.04], [-0.13, 0.13, -0.29], [-0.09, -0.22, 0.15], [0.08, -0.45, 0.16], [-0.14, 0.12, -0.28], [0.36, -0.13, -0.04], [-0.12, 0.08, 0.24], [0.06, 0.10, 0.11], [0.00, 0.01, 0.32], [-0.03, 0.12, 0.10], [-0.09, -0.70, -1.05], [0.07, 0.11, 0.02], [0.19, -0.02, 0.14], [-0.05, -0.06, -0.33], [-0.01, -0.21, -0.25], [-0.04, 0.11, 0.04], [-0.17, 0.03, 0.11], [0.04, -0.09, -0.34], [0.21, 0.22, 0.07], [-0.09, 0.30, 0.10]]
}